Here is C49H32Cl2F15GeNO2PdS3 as an isolated structure from the Open Molecules 2025 dataset. Energies are from wB97M-V/def2-TZVPD.

```
! wB97M-V def2-TZVPD RIJCOSX def2/J DEFGRID3
* xyz 0 5
Pd -1.36153 -0.51106 0.54630
Cl -3.52828 -1.64717 -0.31919
C -4.82934 -0.65980 0.28727
C -6.09424 -0.93710 -0.19477
C -7.16777 -0.19023 0.25412
C -6.96804 0.81892 1.18004
C -5.69408 1.07858 1.65569
Cl -5.51478 2.33863 2.82867
C -4.57010 0.35101 1.22029
S -2.98792 0.72233 1.88051
H -6.23212 -1.73768 -0.91069
H -8.16318 -0.40051 -0.11610
H -7.79680 1.41173 1.54460
O 0.06665 0.50091 8.74037
C 0.65922 -0.24728 7.78255
O 1.79121 -0.60565 7.93557
C -0.15400 -0.59282 6.56953
C 0.38327 -1.53263 5.69748
C -0.29519 -1.90005 4.55124
C -1.53729 -1.33398 4.25131
S -2.36958 -1.80573 2.77582
C -2.08884 -0.40640 5.13694
C -1.39630 -0.03612 6.27895
H -0.84880 0.68496 8.51050
H 1.35260 -1.95244 5.93201
H 0.13862 -2.61673 3.86653
H -3.05293 0.03275 4.91832
H -1.84451 0.72036 6.91565
F 5.29730 1.27254 0.49269
C 4.39837 2.23234 0.22608
C 3.05082 2.01374 0.46370
C 2.19339 3.03886 0.10899
F 0.87514 2.93170 0.30459
C 2.64181 4.21886 -0.45185
F 1.78672 5.18997 -0.78376
C 3.99189 4.39551 -0.67441
F 4.43470 5.52469 -1.21677
C 4.88120 3.39727 -0.33409
F 6.18331 3.56601 -0.56166
Ge 2.46135 0.26427 1.19602
S 0.48072 0.08121 2.00758
C 2.93477 -1.07407 -0.17719
C 3.20164 -0.79677 -1.50848
F 3.06033 0.43766 -2.01312
C 3.62197 -1.77248 -2.39187
F 3.87370 -1.47839 -3.66988
C 3.77098 -3.06936 -1.94835
F 4.16064 -4.01897 -2.79357
C 3.47336 -3.39320 -0.64035
F 3.59320 -4.65632 -0.22834
C 3.03623 -2.40208 0.20910
F 2.70506 -2.76534 1.45402
C 3.68476 0.08405 2.73796
C 3.46226 0.95689 3.79486
F 2.50032 1.88536 3.70947
C 4.20603 0.93230 4.95724
F 3.95848 1.78253 5.94997
C 5.22953 0.01361 5.07560
F 5.96534 -0.02505 6.17990
C 5.50327 -0.85143 4.03514
F 6.51338 -1.71537 4.14378
C 4.73821 -0.80199 2.88710
F 5.09940 -1.62882 1.89478
C 0.05145 -4.84224 -0.63900
C 0.06184 -3.69742 -1.61837
C 0.34031 -3.91046 -2.97511
C 0.30801 -2.87002 -3.90703
C 0.64622 -3.12685 -5.35468
C -0.06504 -1.60521 -3.49382
C -0.38593 -1.33855 -2.13499
C -0.23693 -2.42014 -1.21528
N -0.86414 -0.17889 -1.62694
C -1.43345 0.89633 -2.46352
C -0.33977 1.69042 -3.21541
C -0.97930 2.83583 -4.01030
C -1.70287 3.79091 -3.05670
C -2.80508 3.02421 -2.32199
C -3.81002 2.45811 -3.32679
C -3.08377 1.50190 -4.27506
C -1.98060 2.26435 -5.02106
C -2.46252 0.34718 -3.47960
C -2.18466 1.86542 -1.53708
H 0.84313 -5.56095 -0.85261
H -0.90031 -5.37518 -0.70444
H 0.16527 -4.49016 0.38715
H 0.61755 -4.90823 -3.30513
H 1.26551 -4.01782 -5.46137
H 1.18576 -2.28336 -5.78457
H -0.26271 -3.27961 -5.94128
H -0.10424 -0.81900 -4.22832
H -0.41408 -2.23987 -0.15222
H 0.21328 1.04702 -3.89874
H 0.37503 2.08336 -2.49142
H -0.18544 3.37060 -4.53755
H -2.13329 4.62734 -3.61655
H -0.99319 4.20656 -2.33697
H -3.31763 3.69006 -1.62409
H -4.27835 3.26700 -3.89574
H -4.60788 1.92659 -2.79568
H -3.79517 1.08426 -4.99135
H -2.42419 3.07875 -5.60154
H -1.47044 1.60011 -5.72799
H -1.98898 -0.35038 -4.16908
H -3.23830 -0.20563 -2.94002
H -2.98359 1.31020 -1.03973
H -1.50707 2.23685 -0.77244
*
```

E_LUMO (spin up / spin down): 0.0048 / -0.0917 hartree
max |F|: 0.9 eV/Å
Kohn-Sham gap (spin up / spin down): 7.89 / 5.96 eV
calculated total energy: -7909.3694 Eh
energy relative to the best compared isomer or geometry (same formula, charge and spin): 0.000 eV